[1]
Here is a structure of composition C6H15N from OMol25. Energies are from wB97M-V/def2-TZVPD.

```
22
Properties=species:S:1:pos:R:3:forces:R:3:lowdin_charge:R:1
C 0.3419 -1.0807 0.1897 1.6 1.1 -1.3 -0.529
C -0.1156 -1.1763 1.6434 0.0 0.7 -0.3 -0.084
C -0.6286 -1.7877 -0.7484 0.1 0.3 0.0 -0.092
C 1.7564 -1.6377 0.0409 -0.1 -0.5 0.1 -0.100
H 0.5481 0.0968 -0.2746 0.1 -4.3 1.4 0.123
H -1.0976 -0.7202 1.7775 -0.1 0.0 0.1 0.076
H 0.5839 -0.6691 2.3064 0.0 0.0 0.0 0.080
H -0.1827 -2.2210 1.9574 0.0 0.0 -0.2 0.084
H -1.6249 -1.3485 -0.6761 -0.1 0.0 0.0 0.075
H -0.2972 -1.7197 -1.7856 0.0 0.0 0.0 0.077
H -0.7069 -2.8489 -0.5007 0.0 0.0 0.1 0.082
H 2.4548 -1.1189 0.6960 0.0 0.1 0.0 0.078
H 2.1117 -1.5697 -0.9884 0.0 0.1 0.0 0.076
H 1.7751 -2.6964 0.3125 0.1 -0.1 0.1 0.077
C -1.1746 2.7645 -1.1070 0.0 -0.1 -0.2 -0.100
C -0.2339 2.0314 -0.1943 -0.9 -2.1 1.7 -0.333
N 0.5364 2.5688 0.6530 0.1 0.0 0.3 0.052
H 0.4637 3.5943 0.6940 0.2 -0.2 -0.4 0.039
H -0.2481 0.6793 0.0454 -1.2 5.2 -1.3 0.117
H -1.1175 3.8507 -0.9733 0.1 -0.1 0.1 0.067
H -0.9383 2.5479 -2.1507 -0.1 -0.1 0.0 0.067
H -2.2061 2.4613 -0.9169 0.0 -0.1 -0.1 0.069
```
Positions in Å, forces in eV/Å.

Output
orbital gap	9.44	eV
calculated total energy	-7952.533	eV
LUMO	0.96	eV
HOMO energy	-8.49	eV

=====

[2]
Here is an isolated molecule of C2H7N3OS from OMol25. Energies are from wB97M-V/def2-TZVPD.

```
14
Properties=species:S:1:pos:R:3:forces:R:3:lowdin_charge:R:1
C -1.2285 1.4058 0.2112 -0.6 1.6 -0.9 -0.115
C 0.6409 -0.0567 -0.1937 1.8 -0.1 -0.3 -0.534
H -1.8872 2.0687 -0.3945 0.3 -0.5 0.2 0.088
H -0.9237 2.0763 1.0361 -0.2 -0.9 0.3 0.090
H -1.8191 0.5257 0.4323 0.1 0.3 0.6 0.016
H 0.5448 1.7872 -0.7028 0.3 0.3 -0.5 0.116
H 0.6790 -1.9229 0.5639 0.4 0.2 0.1 0.053
H -2.3190 -1.6331 0.5084 0.3 0.1 0.2 -0.146
H 3.2694 -1.1731 -0.5163 0.7 -0.4 -0.1 0.076
N -0.0948 1.0225 -0.6139 -0.7 -0.3 0.4 -0.031
N 0.0399 -1.1617 0.4074 -1.2 0.1 -0.5 -0.303
N 1.9237 0.0292 -0.4040 -1.6 0.0 0.8 0.019
O 2.5238 -1.1565 0.0732 0.3 -0.2 -0.1 -0.103
S -1.3491 -1.8113 -0.4073 0.2 -0.1 -0.2 0.772
```
Positions in Å, forces in eV/Å.

Output
orbital gap	9.03	eV
calculated total energy	-19538.275	eV
LUMO	0.71	eV
HOMO energy	-8.33	eV

=====

[3]
Here is an isolated molecule of C2H6FNO2S from OMol25. Energies are from wB97M-V/def2-TZVPD.

```
13
Properties=species:S:1:pos:R:3:forces:R:3:lowdin_charge:R:1
C 0.7311 1.6332 0.8872 -0.5 1.3 -2.2 -0.102
C -0.9556 -1.0040 -1.4171 2.8 0.2 -0.5 -0.158
N 0.9878 0.5420 0.0460 2.9 1.6 -0.7 -0.096
O 0.0711 -2.3038 0.5996 0.6 -2.9 0.4 -0.341
O -1.4978 -0.4696 1.0460 -1.7 1.3 0.7 -0.333
F 2.1204 -0.2073 0.4937 -1.5 1.5 -0.2 -0.058
S -0.3980 -0.9967 0.2951 -1.7 -3.6 -0.4 0.628
H -0.0308 2.2898 0.3766 0.8 -0.8 0.4 0.132
H 0.4626 1.5428 1.8898 -0.6 -1.1 1.7 0.082
H 1.6648 2.0715 0.8502 2.1 2.1 0.5 0.068
H -0.2386 -1.5699 -2.1228 -0.6 1.6 1.2 0.108
H -1.7935 -1.5982 -1.4418 -2.4 -0.9 0.2 0.019
H -1.1234 0.0703 -1.5025 -0.1 -0.3 -1.1 0.052
```
Positions in Å, forces in eV/Å.

Output
orbital gap (alpha / beta)	7.42 / 8.03	eV
calculated total energy	-21301.473	eV
multiplicity	3
LUMO (alpha / beta)	0.73 / -2.99	eV
HOMO energy (alpha / beta)	-6.69 / -11.02	eV

=====

[4]
Here is the ion C3H9N2S with charge +1 from OMol25. Energies are from wB97M-V/def2-TZVPD.

```
15
Properties=species:S:1:pos:R:3:forces:R:3:lowdin_charge:R:1
C 2.1638 -0.4839 0.1978 -0.4 -2.4 0.0 -0.457
C -0.1462 0.1562 -0.2341 -1.7 0.2 1.5 -0.548
C -2.6499 -0.1509 0.1111 2.9 -2.3 -0.4 -0.003
N 3.4724 -0.5397 0.0463 -0.5 0.6 -0.1 0.089
N -1.4703 0.7878 0.1551 1.8 1.9 3.1 -0.124
S 1.3393 0.9631 0.0241 -0.8 0.1 0.3 0.987
H 1.4598 -1.4586 0.2330 1.9 2.3 0.0 0.158
H -0.3908 -0.1181 -1.1807 0.4 -0.9 -3.1 0.007
H -2.5153 -0.9432 0.9552 -0.2 1.3 -2.1 0.150
H -3.4989 0.3653 0.2321 -3.1 2.3 1.2 0.036
H -2.8190 -0.4797 -0.9580 1.0 -0.4 1.3 0.127
H 3.9537 0.3324 -0.1013 0.2 0.1 0.0 0.116
H 3.9560 -1.3367 -0.2941 0.2 -0.9 0.2 0.122
H -1.2715 1.2157 1.1209 -1.0 -1.4 -1.0 0.186
H -1.5832 1.6902 -0.3074 -0.8 -0.4 -0.9 0.154
```
Positions in Å, forces in eV/Å.

Output
orbital gap	7.63	eV
calculated total energy	-17062.380	eV
LUMO	-3.86	eV
HOMO energy	-11.49	eV
total charge	+1

=====

[5]
Here is a cluster of 2 separate species, C4H13NOS2 in total from OMol25. Energies are from wB97M-V/def2-TZVPD.

```
21
Properties=species:S:1:pos:R:3:forces:R:3:lowdin_charge:R:1
S -0.6019 0.1094 2.8228 1.5 -1.0 2.1 -0.114
S -1.2525 1.5120 1.3524 -1.3 1.6 -2.0 0.142
C -0.3819 1.2360 -0.2977 -0.2 1.9 2.5 -0.552
C 1.1135 1.2055 -0.0629 1.5 0.8 -3.8 -0.318
C 1.6822 -0.2024 0.0614 0.1 0.5 1.5 -0.278
N 1.3765 -1.1133 -1.0033 -0.8 -2.0 -0.1 -0.143
C 1.6543 -0.8808 -2.3674 -0.5 1.4 -2.2 -0.179
H -1.0277 -1.0652 2.4077 -0.5 -0.7 -0.3 -0.298
H -0.6373 2.1826 -0.7846 -0.2 -0.5 -0.4 0.041
H -0.8636 0.3687 -0.6964 0.3 -0.4 -0.7 0.036
H 1.5561 1.9975 0.5549 -0.7 -0.9 1.2 0.103
H 1.5837 1.7062 -0.9965 -0.5 -1.1 0.4 0.098
H 2.7753 -0.1736 0.1524 0.0 0.3 0.7 0.105
H 1.1595 -0.5725 0.9879 1.1 -0.1 -0.7 0.065
H 1.6173 -2.0760 -0.7377 -0.3 0.8 -0.1 0.116
H 1.7615 0.1695 -2.6093 0.5 0.7 0.7 0.059
H 0.7790 -0.9876 -3.0560 0.2 -0.9 0.5 0.062
H 2.5227 -1.3156 -2.8981 -0.1 -0.4 0.7 0.072
H -0.9203 -2.8713 -3.9266 0.1 0.0 0.1 0.020
H -1.6170 -2.0778 -2.8184 0.0 -0.2 -0.2 0.034
O -1.7878 -2.6130 -3.6081 -0.1 0.2 0.2 -0.070
```
Positions in Å, forces in eV/Å.

Output
orbital gap (alpha / beta)	2.72 / 6.74	eV
calculated total energy	-29565.052	eV
multiplicity	2
LUMO (alpha / beta)	2.93 / 2.92	eV
HOMO energy (alpha / beta)	0.21 / -3.82	eV
total charge	-1

=====

[6]
Here is a cluster of 2 separate species, C3H4N2O3 in total from OMol25. Energies are from wB97M-V/def2-TZVPD.

```
12
Properties=species:S:1:pos:R:3:forces:R:3:lowdin_charge:R:1
C -1.1193 -0.0070 0.0014 -4.3 5.0 1.1 -0.258
C -0.8321 1.4727 -0.0018 0.6 -1.3 1.2 -0.033
C 0.0541 -0.5189 0.0659 3.3 -2.3 -3.0 -0.370
H -2.8774 -0.3049 -0.7049 0.7 -0.5 1.7 0.140
H -1.5607 2.2911 0.3297 1.4 -1.2 -1.1 0.137
H 2.2680 -1.3416 1.2540 0.0 2.6 -2.0 0.328
H -0.2362 -2.3610 -0.5883 2.1 2.0 1.9 0.207
N 0.4947 1.6336 -0.0200 -0.3 2.0 0.4 0.072
N 1.0592 0.4386 -0.1820 -2.0 -2.2 1.3 -0.219
O -2.4068 -0.5393 0.1544 0.4 0.4 -2.1 0.016
O 2.3039 -0.0019 0.0075 -0.4 -0.8 1.8 -0.057
O 0.4669 -1.7674 -0.0706 -1.6 -3.5 -1.2 0.037
```
Positions in Å, forces in eV/Å.

Output
orbital gap	6.64	eV
calculated total energy	-12290.164	eV
LUMO	-2.07	eV
HOMO energy	-8.70	eV